#i
A cluster of 11 separate species, C5H29N2O10 in total. Source: OMol25; level of theory: ωB97M-V/def2-TZVPD.

Structure (XYZ):
```
46
Properties=species:S:1:pos:R:3:lowdin_charge:R:1
C 2.04 -2.02 -2.60 -0.07
C 2.65 -0.72 -2.05 -0.16
C 1.64 0.36 -1.85 -0.21
C 0.88 0.69 -0.79 0.01
N 0.02 1.71 -1.14 0.13
C 0.31 2.06 -2.37 -0.11
N 1.22 1.23 -2.86 0.16
H 1.58 -2.51 -1.74 0.06
H 2.84 -2.74 -2.80 0.08
H 1.30 -1.96 -3.39 0.07
H 3.50 -0.26 -2.54 0.12
H 2.98 -1.02 -1.06 0.11
H 0.96 0.37 0.23 0.12
H -0.43 2.33 -0.47 0.13
H -0.20 2.70 -3.07 0.16
H 1.72 1.32 -3.72 0.18
H -1.47 0.30 -4.25 0.06
H -2.55 0.52 -3.27 0.03
O -1.61 0.72 -3.39 -0.05
H -0.34 1.77 2.75 0.03
H 0.11 2.20 4.09 0.06
O -0.21 1.41 3.65 -0.04
H 1.42 -0.49 3.68 0.05
H 2.35 -0.95 2.56 0.06
O 1.43 -0.75 2.75 -0.05
H 0.86 4.59 0.29 0.04
H 2.20 4.29 0.54 0.05
O 1.62 4.31 -0.24 -0.06
H -2.34 0.53 3.28 0.02
H -3.83 0.34 3.33 0.06
O -3.16 0.91 2.95 -0.05
H -0.32 -0.29 1.87 -0.01
H -1.05 -1.60 1.96 0.03
O -0.93 -0.84 1.35 -0.07
H -4.30 -0.97 -1.65 0.05
H -4.12 0.63 -1.07 0.03
O -4.21 -0.02 -1.77 -0.04
H -1.16 -4.06 1.81 0.08
H -0.26 -3.89 3.07 0.08
O -0.57 -3.46 2.27 -0.04
H 2.03 -3.97 0.21 0.03
H 1.32 -3.40 1.42 -0.01
O 2.20 -3.49 1.02 -0.06
H -2.63 1.88 1.24 0.02
H -1.65 0.65 1.02 -0.01
O -1.87 1.57 0.75 -0.08
```

The calculation puts the HOMO-LUMO gap at 10.1522 eV. The charge is +1.

#ii
A cluster of 10 separate species, C5H29N2O10 in total. Source: OMol25; level of theory: ωB97M-V/def2-TZVPD.

Structure (XYZ):
```
46
Properties=species:S:1:pos:R:3:lowdin_charge:R:1
O 0.45 3.45 -0.06 0.05
C -0.35 2.81 -0.71 -0.17
C -0.43 1.27 -0.57 -0.29
C 1.03 0.72 -0.67 -0.09
C 1.09 -0.76 -0.59 -0.29
C 1.41 -1.61 -1.57 0.09
N 0.70 -1.29 0.73 0.20
N -1.02 0.88 0.71 0.06
H -1.01 3.33 -1.36 0.12
H -1.08 0.85 -1.37 0.16
H 1.46 1.13 -1.60 0.13
H 1.69 1.20 0.09 0.11
H 1.43 -2.70 -1.48 0.09
H 1.68 -1.23 -2.59 0.10
H 1.42 -1.07 1.44 0.13
H 0.53 -2.29 0.69 0.13
H -0.17 -0.74 1.01 0.10
H -0.81 1.49 1.50 0.08
H -2.03 0.80 0.64 0.09
H -3.79 -1.66 1.27 0.07
H -2.36 -1.29 1.72 -0.01
O -2.92 -1.41 0.94 -0.05
H -1.18 -2.57 -1.89 0.00
H -1.16 -3.28 -3.33 0.10
O -1.15 -2.40 -2.86 -0.08
H -1.56 -1.56 3.92 0.09
H -0.91 -0.36 3.19 -0.03
O -1.31 -1.20 3.05 -0.04
H 3.14 3.44 1.43 0.06
H 1.70 3.02 1.02 0.01
O 2.46 2.80 1.60 -0.05
H 2.43 1.18 2.21 0.01
H 2.97 0.10 3.15 0.05
O 2.28 0.30 2.58 -0.02
H -0.27 -0.46 -4.96 0.07
H -0.43 -1.07 -3.56 0.01
O 0.03 -0.33 -4.06 -0.09
H -1.91 -2.41 0.07 0.04
H -1.59 -3.95 -0.12 0.11
O -1.19 -3.05 -0.25 -0.10
H 0.17 2.72 -3.85 0.08
H 0.01 1.28 -3.44 -0.03
O -0.01 2.15 -3.09 -0.05
H 0.84 0.95 3.27 0.02
H -0.15 1.68 4.26 0.08
O -0.11 1.13 3.47 -0.06
```

The calculation puts the HOMO-LUMO gap at 9.8233 eV. The charge is +1.

Energetically preferred structure: #ii | next structure: +0.0345 hartree